#a
A single C2H4N2O2 molecule. Source: the Open Molecules 2025 dataset; level of theory: ωB97M-V/def2-TZVPD.

Output
SMILES: NC(=O)/N=C/O

Positions of all 10 atoms, in Å:
1 N -1.46 0.64 -1.10
2 C -0.86 0.43 0.10
3 O -1.31 0.75 1.19
4 N 0.39 -0.20 -0.13
5 C 1.15 -0.45 0.86
6 O 2.31 -1.03 0.59
7 H -2.40 1.00 -1.13
8 H -1.06 0.21 -1.91
9 H 0.97 -0.25 1.92
10 H 2.27 -1.09 -0.39



#b
A single C2H4N2O2 molecule. Source: the Open Molecules 2025 dataset; level of theory: ωB97M-V/def2-TZVPD.

Positions of all 10 atoms, in Å:
1 C 0.08 0.80 0.32
2 C 0.53 -0.50 -0.30
3 N 0.74 1.91 -0.20
4 N 2.75 0.24 -0.22
5 O 3.82 -0.03 0.16
6 O 1.82 -0.79 0.16
7 H -1.00 0.78 0.37
8 H 0.35 0.65 1.29
9 H -0.26 -1.26 0.22
10 H 0.43 -0.58 -1.40



Most stable = #a



#a
2 unconnected molecules or ions with the total composition C3H7N3. Source: the Open Molecules 2025 dataset; level of theory: ωB97M-V/def2-TZVPD.

Positions of all 13 atoms, in Å:
1 N -2.11 -0.49 -0.09
2 C -0.97 0.44 -0.12
3 C 0.39 -0.18 0.14
4 N 0.28 -1.45 0.40
5 C 3.06 1.46 -0.20
6 N 4.04 2.06 -0.39
7 H -2.87 -0.12 0.48
8 H -2.48 -0.65 -1.01
9 H -1.09 1.23 0.64
10 H -0.89 0.98 -1.08
11 H 2.13 0.89 -0.03
12 H -0.65 -1.89 0.42
13 H 1.09 -2.01 0.61



#b
A single C3H7N3 molecule. Source: the Open Molecules 2025 dataset; level of theory: ωB97M-V/def2-TZVPD.

Positions of all 13 atoms, in Å:
1 N 1.63 -1.12 0.17
2 C 0.72 -0.59 -0.85
3 C -0.66 -0.51 -0.30
4 N -1.07 1.36 1.05
5 C -1.34 0.67 -0.11
6 N -1.98 0.84 -1.10
7 H 2.56 -1.27 -0.23
8 H 1.74 -0.43 0.90
9 H 0.71 -1.30 -1.69
10 H 1.01 0.39 -1.26
11 H -1.08 -1.43 0.10
12 H -0.37 1.63 1.73
13 H -1.86 1.76 1.58



#c
2 unconnected molecules or ions with the total composition C3H7N3. Source: the Open Molecules 2025 dataset; level of theory: ωB97M-V/def2-TZVPD.

Output
SMILES: N=C=N.C=CN

Positions of all 13 atoms, in Å:
1 N -1.78 1.35 0.48
2 C -1.29 1.26 -0.65
3 N -0.97 1.20 -1.83
4 H -2.58 0.99 0.96
5 H -1.57 0.84 -2.55
6 C 1.16 -1.83 0.63
7 C 0.49 -0.67 0.72
8 N 0.98 0.56 0.10
9 H 2.03 -1.97 0.02
10 H 0.94 -2.66 1.27
11 H -0.27 -0.59 1.49
12 H 0.89 0.74 -0.89
13 H 1.96 0.79 0.23



Most stable = #a



#a
A single C3H7N3 molecule. Source: the Open Molecules 2025 dataset; level of theory: ωB97M-V/def2-TZVPD.

Output
SMILES: N[C@H]1C=NNC1

Positions of all 13 atoms, in Å:
1 N 1.50 0.21 -0.77
2 C 0.62 0.30 0.44
3 C -0.28 1.40 0.37
4 N -1.27 1.02 -0.47
5 N -1.25 -0.35 -0.61
6 C -0.40 -0.95 0.43
7 H 2.23 -0.51 -0.42
8 H 0.98 0.07 -1.64
9 H 1.08 0.27 1.38
10 H -0.12 2.42 0.60
11 H -2.22 -0.73 -0.75
12 H -0.92 -1.22 1.30
13 H 0.05 -1.93 0.12



#b
A single C3H7N3 molecule. Source: the Open Molecules 2025 dataset; level of theory: ωB97M-V/def2-TZVPD.

Output
SMILES: [H]/N=C(/N)N1CC1

Positions of all 13 atoms, in Å:
1 H -0.76 -1.81 -0.64
2 N -0.32 -1.95 0.31
3 C -0.10 -0.76 0.62
4 N 0.51 -0.27 1.72
5 N -0.77 0.33 0.05
6 C -0.38 0.30 -1.35
7 C 0.36 1.25 -0.51
8 H 0.11 0.60 1.92
9 H 0.65 -1.02 2.39
10 H 0.14 -0.76 -1.46
11 H -0.95 0.84 -2.13
12 H 0.18 2.24 -0.70
13 H 1.34 1.00 -0.21



#c
A single C3H7N3 molecule. Source: the Open Molecules 2025 dataset; level of theory: ωB97M-V/def2-TZVPD.

Output
SMILES: C=N/N=C\CN

Positions of all 13 atoms, in Å:
1 C 2.23 -0.76 -0.33
2 N 1.62 0.16 0.57
3 N 0.86 1.09 -0.06
4 C -0.41 0.74 -0.22
5 C -1.07 -0.50 0.32
6 N -2.58 -0.27 -0.21
7 H 2.77 -1.55 0.13
8 H 2.13 -0.90 -1.53
9 H -1.10 1.38 -0.85
10 H -0.49 -1.52 -0.18
11 H -0.89 -0.54 1.49
12 H -2.98 0.51 0.39
13 H -3.19 -1.08 -0.12



Most stable = #a



#a
A single C2H3NO2S molecule. Source: the Open Molecules 2025 dataset; level of theory: ωB97M-V/def2-TZVPD.

Output
SMILES: O=CNSC=O

Positions of all 9 atoms, in Å:
1 O -1.70 -1.22 -1.61
2 C -0.95 -0.35 -1.23
3 N -0.97 0.16 0.06
4 S 0.23 1.19 0.64
5 C 1.58 0.05 0.85
6 O 1.53 -1.12 0.56
7 H -0.21 0.14 -1.89
8 H -1.52 -0.36 0.70
9 H 2.48 0.56 1.28



#b
A single C2H3NO2S molecule. Source: the Open Molecules 2025 dataset; level of theory: ωB97M-V/def2-TZVPD.

Output
SMILES: O=CC(=O)NS

Positions of all 9 atoms, in Å:
1 O -0.33 -1.03 -1.49
2 C -0.01 -1.35 -0.40
3 C -0.17 -0.38 0.76
4 O -0.77 -0.74 1.82
5 N -0.33 0.96 0.37
6 S 1.04 1.81 -0.62
7 H 0.53 -2.42 -0.07
8 H -0.35 1.21 1.60
9 H 0.40 1.94 -1.96



#c
A single C2H3NO2S molecule. Source: the Open Molecules 2025 dataset; level of theory: ωB97M-V/def2-TZVPD.

Positions of all 9 atoms, in Å:
1 C 1.43 1.42 0.71
2 C -0.09 -0.89 -0.55
3 N 1.08 -1.31 -0.05
4 O 1.34 -2.10 0.88
5 O 2.10 -0.79 -0.77
6 S 2.64 0.76 0.04
7 H 0.58 1.12 1.20
8 H -0.94 -1.39 -0.16
9 H 0.05 -0.48 -1.51



#d
A single C2H3NO2S molecule. Source: the Open Molecules 2025 dataset; level of theory: ωB97M-V/def2-TZVPD.

Output
SMILES: O=CONC=S

Positions of all 9 atoms, in Å:
1 O 2.24 0.18 -0.29
2 C 1.61 -0.80 -0.03
3 O 0.26 -0.81 0.26
4 N -0.27 0.47 0.29
5 C -1.60 0.59 0.02
6 S -2.73 -0.55 -0.13
7 H 1.94 -1.85 -0.01
8 H 0.43 1.12 0.01
9 H -1.88 1.64 -0.11



Most stable = #a



#a
A single C2H3NO2S molecule. Source: the Open Molecules 2025 dataset; level of theory: ωB97M-V/def2-TZVPD.

Output
SMILES: O=C(C=S)NO

Positions of all 9 atoms, in Å:
1 O 1.81 -1.32 -0.11
2 C 0.92 -0.49 0.04
3 C -0.51 -1.01 -0.06
4 S -1.87 -0.10 0.04
5 N 1.14 0.83 0.36
6 O 0.45 1.81 -0.33
7 H -0.51 -2.07 -0.23
8 H 2.16 0.93 0.29
9 H -0.28 1.95 0.29



#b
A single C2H3NO2S molecule. Source: the Open Molecules 2025 dataset; level of theory: ωB97M-V/def2-TZVPD.

Positions of all 9 atoms, in Å:
1 C 0.33 -0.69 -0.47
2 C 1.28 0.06 0.35
3 N -0.97 0.46 -0.72
4 O 0.32 -1.73 -1.05
5 O -3.16 1.17 0.07
6 S -2.21 0.12 0.17
7 H 0.96 1.10 0.27
8 H 2.21 -0.16 -0.09
9 H 1.25 -0.33 1.48



#c
2 unconnected molecules or ions with the total composition C2H3NO2S. Source: the Open Molecules 2025 dataset; level of theory: ωB97M-V/def2-TZVPD.

Output
SMILES: C=C=S.O=NO

Positions of all 9 atoms, in Å:
1 C 1.03 -1.24 0.34
2 C -0.16 -1.67 0.20
3 S -1.61 -2.19 -0.13
4 H 1.89 -1.72 0.82
5 H 1.10 -0.26 0.14
6 O -3.52 0.18 0.55
7 N -2.99 1.19 0.19
8 O -1.91 1.03 -0.69
9 H -1.51 1.91 -1.08



#d
A single C2H3NO2S molecule. Source: the Open Molecules 2025 dataset; level of theory: ωB97M-V/def2-TZVPD.

Output
SMILES: O=CS/C=N\O

Positions of all 9 atoms, in Å:
1 O -0.66 0.70 2.46
2 C -0.46 -0.02 1.52
3 S -0.69 0.66 -0.08
4 C -0.34 -0.74 -1.10
5 N 0.85 -1.12 -1.43
6 O 1.89 -0.24 -1.26
7 H -0.28 -1.10 1.54
8 H -1.17 -1.37 -1.36
9 H 1.54 0.60 -0.90



Most stable = #b